(1)
Entry from the OMol25 dataset: a structure of composition C37H41N8SbSeSr (ωB97M-V with the def2-TZVPD basis set).

Last column: Mulliken charge in e.
Positions of all 89 atoms, in Å:
Sb (2.91, 1.87, 0.82)  0.35
Sr (-0.40, -0.15, -0.23)  1.91
Se (-1.81, 5.96, -5.90)  0.24
N (-2.47, -1.23, 0.67)  0.21
N (-0.92, -2.48, -1.14)  0.82
N (-2.05, 4.19, -5.93)  -0.86
N (-0.67, 2.53, -0.86)  1.25
N (-1.28, 5.96, -4.20)  -0.86
N (-1.44, 0.68, -2.68)  0.56
N (1.42, -1.23, 1.18)  1.08
N (-0.43, 0.33, 2.24)  1.09
C (4.55, 2.44, -0.45)  -1.35
C (-1.97, -3.15, -0.68)  0.20
C (-4.18, -5.40, 0.18)  -0.60
C (-0.17, -3.09, -2.23)  -1.81
C (-1.51, 1.14, 2.75)  -1.46
C (-3.36, -5.30, -0.92)  -0.67
C (1.02, -2.27, -2.73)  -0.11
C (-2.26, 1.35, -5.24)  -0.63
C (-1.81, 2.33, -4.36)  0.54
C (-2.39, -4.36, -1.26)  -0.45
C (2.05, -2.08, 3.35)  -0.99
C (2.54, -1.93, 4.63)  -0.23
C (-0.28, 4.79, -0.18)  -1.35
C (1.41, -1.13, 2.48)  -0.56
C (-2.31, 0.04, -4.81)  -1.24
C (-1.89, -0.25, -3.51)  -0.39
C (-0.99, 2.97, -2.09)  -0.93
C (-1.31, 4.73, -3.78)  1.08
C (-0.33, 3.42, 0.06)  -0.80
C (-1.74, 3.74, -4.74)  1.02
C (-2.71, -2.50, 0.46)  0.42
C (-3.58, -3.24, 1.32)  -0.85
C (2.49, -0.82, 5.48)  -0.65
C (0.56, -0.02, 3.03)  -0.11
C (4.10, 0.67, 2.12)  -1.24
C (-0.95, 4.32, -2.42)  0.42
C (2.72, -1.71, -0.83)  0.01
C (2.98, 3.63, 2.06)  -1.38
C (0.84, 0.62, 4.26)  -0.17
C (2.39, -2.50, -2.10)  -1.35
C (-4.21, -4.46, 1.21)  -0.57
C (-1.42, 1.96, -3.08)  -0.80
C (-0.58, 5.25, -1.44)  -0.78
C (1.72, 0.30, 5.29)  -0.62
C (-2.75, 0.93, 1.88)  -0.85
C (-3.15, -0.55, 1.75)  -1.42
C (2.18, -2.26, 0.50)  -1.60
H (1.12, -2.48, -3.80)  0.44
H (2.35, 3.48, 2.94)  0.37
H (2.37, -0.68, -0.96)  -0.17
H (-1.92, -1.26, -3.12)  0.58
H (0.19, -4.10, -1.95)  0.64
H (2.63, 4.51, 1.51)  0.36
H (4.86, 1.57, -1.03)  0.38
H (-4.84, -4.71, 2.06)  0.33
H (0.00, 5.47, 0.61)  0.55
H (3.60, 0.52, 3.08)  0.24
H (-1.26, 2.21, 2.78)  0.51
H (1.52, -3.12, 0.31)  0.35
H (4.25, 3.23, -1.14)  0.35
H (-4.82, -6.26, 0.27)  0.33
H (-2.57, 1.63, -6.24)  0.53
H (-2.60, 1.35, 0.87)  -0.10
H (-0.55, 6.30, -1.69)  0.53
H (-2.93, -1.03, 2.72)  0.50
H (3.06, -2.80, 5.01)  0.35
H (0.76, -1.20, -2.69)  -0.28
H (3.02, -2.63, 1.10)  0.61
H (-0.83, -3.26, -3.09)  0.62
H (-3.58, 1.49, 2.30)  0.61
H (3.81, -1.62, -0.75)  0.49
H (4.27, -0.31, 1.67)  0.33
H (-1.76, 0.86, 3.79)  0.61
H (-4.24, -0.62, 1.61)  0.64
H (3.14, -2.24, -2.85)  0.49
H (-0.09, 3.02, 1.04)  0.75
H (-2.67, -0.75, -5.45)  0.49
H (0.28, 1.54, 4.41)  0.31
H (5.39, 2.78, 0.16)  0.38
H (2.52, -3.57, -1.90)  0.34
H (3.05, -0.89, 6.41)  0.33
H (1.77, 1.05, 6.08)  0.30
H (-3.82, -2.72, 2.24)  0.24
H (-3.45, -6.12, -1.64)  0.31
H (-1.87, -4.64, -2.17)  0.25
H (2.21, -3.05, 2.91)  0.49
H (5.06, 1.16, 2.28)  0.61
H (4.01, 3.82, 2.39)  0.49

Summary:
E: -123675.1496 eV
multiplicity: 1
HOMO energy: -6.207 eV
relative energy (zero: lowest compared OMol25 entry of this formula, charge and spin): 0.0 kJ/mol
frontier orbital gap: 0.184 Eh


(2)
Entry from the OMol25 dataset: a structure of composition C37H42AsF6N5OS3TeTi at a distorted geometry (ωB97M-V with the def2-TZVPD basis set).

Last column: Mulliken charge in e.
Positions of all 97 atoms, in Å:
Te (1.79, 0.55, 2.49)  0.12
As (0.14, 2.27, -3.33)  2.21
Ti (0.64, -0.99, -0.22)  -0.37
S (-0.55, -1.77, 2.02)  -0.23
S (-4.09, -0.20, -0.01)  -0.60
S (0.98, -1.53, -3.66)  0.21
F (1.66, 1.68, -3.91)  -0.49
F (-0.70, 1.20, -4.40)  -0.50
F (0.99, 3.31, -2.23)  -0.48
F (-1.37, 2.79, -2.69)  -0.45
F (0.19, 1.01, -2.06)  -0.61
F (0.12, 3.50, -4.53)  -0.51
O (1.24, -1.75, -2.17)  -0.37
N (1.91, -2.39, 0.79)  1.99
N (-1.52, -0.02, -0.12)  1.56
N (2.65, -0.25, -0.51)  0.48
N (1.53, -3.39, 1.61)  -1.73
N (0.03, -4.14, 3.13)  -0.23
C (1.64, -3.05, -4.43)  -0.52
C (-0.99, 1.44, 3.53)  0.36
C (3.55, -1.25, -0.43)  0.76
C (3.12, -2.45, 0.27)  0.80
C (0.80, 2.87, 4.22)  -0.44
C (-2.24, -2.30, -0.45)  0.69
C (-1.18, 5.67, -1.08)  -1.78
C (-0.60, -3.99, -0.82)  -0.77
C (5.19, 0.08, -1.56)  -0.63
C (-0.09, 3.63, 4.97)  -0.63
C (3.03, 0.92, -1.04)  -0.41
C (0.38, -3.16, 2.24)  0.20
C (-1.77, 3.67, 0.28)  -0.21
C (-2.50, -0.89, -0.21)  -0.35
C (-1.44, 3.30, 5.01)  -0.47
C (-1.61, -4.95, -0.89)  -0.78
C (4.02, -3.64, 0.39)  -2.07
C (-1.40, 5.90, 1.41)  -1.75
C (4.82, -1.14, -1.00)  -1.10
C (-0.73, -1.93, -4.17)  -0.32
C (0.54, 4.71, 0.43)  -1.49
C (4.30, 1.13, -1.55)  -1.02
C (-3.17, 3.74, 0.37)  -0.31
C (-0.75, -3.34, -4.75)  -0.50
C (-2.95, -4.58, -0.78)  -1.05
C (-3.37, 1.38, 0.15)  1.85
C (-3.98, 2.62, 0.32)  -1.33
C (-0.88, -2.64, -0.57)  1.38
C (-1.88, 2.20, 4.27)  -0.66
C (-0.30, -3.03, 5.34)  -0.79
C (0.60, -3.53, -5.44)  -0.74
C (-3.26, -3.24, -0.57)  -0.40
C (-0.95, 4.97, 0.27)  2.26
C (-0.90, -3.87, 4.22)  -0.63
C (-1.18, 2.43, 0.14)  1.60
C (0.37, 1.76, 3.48)  -0.04
C (-1.97, 1.28, 0.06)  -3.06
H (0.78, -4.57, -5.73)  0.38
H (-1.59, -3.47, -5.44)  0.41
H (5.50, -1.98, -0.97)  0.47
H (-3.74, -5.32, -0.85)  0.39
H (-2.45, 6.20, 1.32)  0.31
H (0.96, 4.16, -0.43)  -0.02
H (1.07, 5.67, 0.50)  0.53
H (-1.34, -1.78, -3.31)  -0.05
H (-2.13, 3.89, 5.59)  0.35
H (-3.66, 4.71, 0.46)  0.28
H (0.28, 4.48, 5.53)  0.34
H (-1.36, -6.00, -1.05)  0.40
H (-1.77, -3.37, 3.79)  0.26
H (-1.36, 0.57, 2.98)  0.04
H (0.43, -4.31, -0.91)  0.28
H (-2.94, 1.93, 4.28)  0.37
H (-4.31, -2.94, -0.47)  0.37
H (0.58, -3.52, 5.76)  0.28
H (-0.79, 6.82, 1.39)  0.47
H (6.18, 0.19, -2.00)  0.41
H (4.91, -3.43, 1.00)  0.35
H (-5.06, 2.71, 0.38)  0.40
H (0.00, -2.05, 4.95)  0.13
H (-1.25, -4.84, 4.60)  0.43
H (-2.24, 5.93, -1.22)  0.32
H (1.75, -3.73, -3.59)  0.18
H (-0.98, -1.18, -4.92)  0.53
H (0.64, -2.92, -6.35)  0.30
H (2.62, -2.83, -4.87)  0.45
H (4.37, -3.94, -0.61)  0.39
H (-0.59, 6.60, -1.13)  0.46
H (0.74, 4.14, 1.35)  0.28
H (1.86, 3.14, 4.20)  0.35
H (3.48, -4.46, 0.85)  0.40
H (4.55, 2.10, -1.97)  0.51
H (0.80, -4.74, 3.34)  0.29
H (-0.12, 2.31, 0.08)  -0.17
H (-1.26, 5.41, 2.38)  0.29
H (-0.89, 5.03, -1.90)  0.24
H (-1.04, -2.87, 6.14)  0.38
H (2.30, 1.70, -1.06)  0.38
H (-0.86, -4.07, -3.95)  0.19

Summary:
E: -188614.9741 eV
<S²>: 0.76
multiplicity: 2
HOMO energy (alpha / beta): -3.412 / -3.418 eV
charge: -1
relative energy (zero: lowest compared OMol25 entry of this formula, charge and spin): 137.1 kJ/mol
frontier orbital gap (alpha / beta): 0.198 / 0.198 Eh


(3)
Entry from the OMol25 dataset: a structure of composition C37H42AsN4OPRhS (ωB97M-V with the def2-TZVPD basis set).

Last column: Mulliken charge in e.
Positions of all 88 atoms, in Å:
Rh (0.45, -1.16, -0.53)  -0.45
As (0.97, -1.49, 1.96)  1.37
S (2.77, -1.40, -0.76)  -0.04
P (-0.07, 2.00, -1.90)  -1.00
O (0.58, 0.98, -1.00)  -0.05
N (-0.85, 3.21, -1.11)  0.33
N (1.03, 2.73, -2.89)  0.18
N (-6.84, -1.84, -0.72)  -0.49
N (-1.23, 1.33, -2.82)  0.65
C (2.55, 2.81, -4.69)  -0.77
C (2.30, 3.30, -2.35)  -0.46
C (-2.10, -2.77, -0.82)  -0.48
C (-0.15, 0.55, 5.41)  -0.72
C (0.49, -2.09, 4.78)  0.02
C (4.99, -1.20, 0.71)  -0.65
C (-1.51, -1.78, -0.04)  0.00
C (-0.13, 4.39, -0.55)  -0.22
C (-3.69, -0.89, 0.48)  -0.76
C (0.76, -3.42, 1.89)  0.65
C (1.31, 2.07, -4.20)  -0.36
C (0.50, -1.11, 3.79)  -0.05
C (-2.60, -0.23, -4.01)  -0.69
C (0.16, -1.75, 6.08)  -0.68
C (5.70, -1.08, 1.88)  -0.67
C (3.64, -1.20, 3.15)  -0.48
C (-0.94, 4.77, 0.70)  -0.79
C (0.17, 0.21, 4.11)  -0.44
C (-0.16, -0.43, 6.40)  -0.50
C (1.76, -4.27, 1.43)  -0.63
C (3.36, 2.96, -3.40)  -0.72
C (-2.21, 2.10, -3.61)  -0.55
C (3.58, -1.32, 0.75)  0.65
C (-1.26, -0.08, -3.25)  0.85
C (5.03, -1.08, 3.10)  -0.71
C (-4.27, -1.84, -0.35)  0.60
C (1.51, -5.64, 1.31)  -0.73
C (-5.70, -1.84, -0.55)  -0.30
C (-0.49, -3.95, 2.24)  -0.22
C (-3.47, -2.80, -0.99)  -0.53
C (-2.32, 4.16, 0.44)  -0.85
C (-3.35, 1.10, -3.77)  -0.74
C (-0.73, -5.31, 2.13)  -0.78
C (-2.31, -0.86, 0.64)  0.43
C (0.27, -6.16, 1.65)  -0.58
C (2.91, -1.33, 1.99)  -0.17
C (-1.97, 2.83, -0.21)  0.17
H (6.78, -0.99, 1.85)  0.40
H (-3.17, -1.09, -3.66)  0.37
H (-1.49, -3.52, -1.31)  0.54
H (-1.80, 2.37, -4.59)  0.35
H (-1.27, -3.30, 2.61)  0.50
H (-2.41, -0.36, -5.07)  0.34
H (2.20, 4.37, -2.22)  0.31
H (-0.12, 5.20, -1.29)  0.29
H (-2.79, 2.38, -0.77)  0.17
H (3.13, -1.20, 4.10)  0.44
H (0.74, -3.11, 4.53)  0.43
H (-0.49, 4.31, 1.58)  0.24
H (5.50, -1.20, -0.25)  0.49
H (0.16, -2.51, 6.85)  0.43
H (-3.92, 1.05, -2.84)  0.21
H (-1.64, 2.11, 0.55)  -0.33
H (-0.96, 5.84, 0.86)  0.43
H (-3.94, -3.55, -1.61)  0.53
H (-2.91, 4.03, 1.35)  0.39
H (2.56, 2.86, -1.38)  0.29
H (2.26, 3.79, -5.08)  0.33
H (-1.86, -0.13, 1.29)  0.34
H (2.74, -3.89, 1.19)  0.36
H (-1.69, -5.72, 2.41)  0.44
H (5.59, -0.98, 4.02)  0.42
H (-2.88, 4.77, -0.26)  0.31
H (-0.40, 1.57, 5.66)  0.42
H (0.17, 0.97, 3.34)  0.57
H (-0.42, -0.34, -3.90)  0.21
H (-4.02, 1.35, -4.58)  0.44
H (1.55, 1.00, -4.08)  0.23
H (0.08, -7.22, 1.56)  0.41
H (0.46, 2.16, -4.87)  0.13
H (0.91, 4.17, -0.29)  0.26
H (4.13, 3.73, -3.46)  0.39
H (2.30, -6.30, 0.95)  0.41
H (-4.32, -0.17, 0.99)  0.52
H (3.85, 2.01, -3.16)  0.24
H (-2.48, 3.02, -3.09)  0.35
H (3.07, 2.26, -5.47)  0.40
H (-0.41, -0.17, 7.42)  0.39
H (-1.23, -0.74, -2.39)  -1.03

Summary:
E: -131023.3612 eV
<S²>: 6.03
multiplicity: 5
HOMO energy (alpha / beta): -9.925 / -11.341 eV
charge: +1
relative energy (zero: lowest compared OMol25 entry of this formula, charge and spin): 0.0 kJ/mol
frontier orbital gap (alpha / beta): 0.290 / 0.207 Eh


- Look up the E of the second one.
  -188614.9741 eV


- Look up the multiplicity of the second one.
  2


- Which formula does entry 3 have?
  C37H42AsN4OPRhS